1.
The following is a DFT calculation (ωB97M-V/def2-TZVPD) of a molecular structure, C38H35O3PPdS2SbTe at a distorted geometry.

Values from the calculation:
Electronic energy ... -94387.056 eV
Kohn-Sham gap ... 6.62 eV
E_LUMO ... 2.353 eV
Relative energy (zero: lowest compared OMol25 entry of this formula, charge and spin) ... 75.9 kJ/mol
Molar mass ... 990.6 g/mol

ORCA input file:
```
! RIJCOSX wB97M-V def2-TZVPD def2/J DEFGRID3
* xyz -1 1
Pd 0.23031 -0.23606 0.55140
O -2.35123 -1.36072 3.46334
S -1.43035 -1.06640 2.38541
O -2.07699 -0.38195 1.26641
O -0.20845 -0.40657 2.87071
C -0.96097 -2.71486 1.79468
C -0.81903 -3.65264 2.81250
C -0.65312 -4.99067 2.51530
C -0.63845 -5.40211 1.19038
C -0.77085 -4.47434 0.17572
C -0.93102 -3.11203 0.45534
P -1.14572 -1.89898 -0.93685
C -2.35335 -2.94148 -1.89594
C -2.07473 -3.68005 -3.04368
C -3.05067 -4.48871 -3.61199
C -4.31956 -4.55466 -3.05740
C -4.62029 -3.78759 -1.94003
C -3.64598 -2.98420 -1.37069
C 0.36748 -2.23635 -1.93529
C 0.43335 -1.59447 -3.17214
C 1.53350 -1.75404 -3.99733
C 2.58918 -2.55672 -3.59092
C 2.53765 -3.18780 -2.35822
C 1.43738 -3.02609 -1.52817
H -0.89768 -3.31104 3.83515
H -0.56358 -5.72057 3.31026
H -0.55128 -6.45491 0.94770
H -0.75783 -4.80216 -0.85505
H -1.08910 -3.63800 -3.48652
H -2.81325 -5.07906 -4.48939
H -5.06742 -5.21024 -3.48680
H -5.61674 -3.82103 -1.51638
H -3.87557 -2.38752 -0.49297
H -0.37994 -0.93656 -3.45943
H 1.57344 -1.24314 -4.95168
H 3.46125 -2.67111 -4.22329
H 3.36850 -3.80995 -2.04294
H 1.42220 -3.49695 -0.55631
C -1.89472 3.50657 -1.87811
Te -1.39956 1.49159 -1.15401
C -3.48559 0.98570 -1.07850
H -2.55781 4.00853 -1.17564
H -2.36680 3.45618 -2.85750
H -0.96415 4.06694 -1.95560
H -3.96263 1.21385 -2.02964
H -3.97339 1.51816 -0.26550
H -3.52889 -0.07952 -0.87337
S 1.99535 0.57710 -0.87996
Sb 2.57922 -0.05194 1.29565
C 2.75604 -1.92697 2.42521
C 3.25470 -3.03030 1.74011
C 3.29173 -4.27406 2.35430
C 2.84385 -4.41222 3.66014
C 2.35583 -3.30992 4.34547
C 2.29103 -2.06926 3.72552
C 2.23791 1.71951 2.48560
C 3.21505 2.23048 3.33169
C 2.98520 3.40790 4.03143
C 1.78402 4.08177 3.87927
C 0.81377 3.58253 3.02075
C 1.04073 2.40711 2.32028
C 4.70229 0.21708 1.07358
C 5.63090 -0.59683 1.70893
C 6.99274 -0.36124 1.55936
C 7.42769 0.70389 0.78614
C 6.50343 1.52803 0.15567
C 5.14640 1.27696 0.29125
H 3.64151 -2.90813 0.73365
H 3.67086 -5.13223 1.81192
H 2.86128 -5.38575 4.13487
H 2.00751 -3.42103 5.36566
H 1.87843 -1.21760 4.25022
H 4.16367 1.71548 3.44021
H 3.74982 3.80811 4.68714
H 1.61130 5.00337 4.42234
H -0.11912 4.11757 2.89254
H 0.28474 2.03877 1.64073
H 5.28716 -1.41864 2.32711
H 7.70965 -1.00768 2.05180
H 8.48864 0.89411 0.67496
H 6.83929 2.36741 -0.44118
H 4.41436 1.89284 -0.21998
*
```

Mulliken population analysis, charges in e, atoms 1 to 8: -0.6182, -0.8787, 1.3782, -0.4920, -0.5820, 0.4050, -0.7889, -0.7178

***

2.
The following is a DFT calculation (ωB97M-V/def2-TZVPD) of a molecular structure, C38H36BaN6O2SSb at a distorted geometry.

Values from the calculation:
Electronic energy ... -71091.499 eV
Kohn-Sham gap ... 8.26 eV
E_LUMO ... -2.299 eV
Relative energy (zero: lowest compared OMol25 entry of this formula, charge and spin) ... 91.2 kJ/mol
Molar mass ... 899.9 g/mol

ORCA input file:
```
! RIJCOSX wB97M-V def2-TZVPD def2/J DEFGRID3
* xyz 1 1
Ba -0.37329 0.42194 0.56481
C -0.29679 2.73131 -2.50212
C 0.23056 3.38552 -1.24958
C 0.22456 4.76120 -1.05590
C 0.71890 5.28245 0.12277
C 1.25136 4.43656 1.08772
C 1.21877 3.07087 0.84965
N 0.71506 2.57171 -0.29713
Sb 2.32055 1.80974 2.27140
C 0.86636 0.77853 3.54239
C 1.02120 1.04101 4.89657
C 0.21133 0.36170 5.80165
C -0.69906 -0.56141 5.34223
C -0.80408 -0.79860 3.97717
C -1.78868 -1.79286 3.42087
N -0.02444 -0.13427 3.10750
C 2.89994 0.23262 0.85797
C 4.21292 -0.20675 0.96910
C 4.71479 -1.06431 -0.01225
C 3.91072 -1.44464 -1.06427
C 2.59847 -0.98808 -1.11302
C 1.66039 -1.35337 -2.23548
N 2.11611 -0.18106 -0.16132
H -0.49396 3.45750 -3.28908
H -1.22990 2.20348 -2.29527
H 0.42654 2.00703 -2.87975
H -0.16995 5.40702 -1.83004
H 0.70773 6.35320 0.28688
H 1.67808 4.84014 1.99554
H 1.75361 1.75444 5.24720
H 0.30514 0.55576 6.86412
H -1.33523 -1.10848 6.02599
H -2.30865 -2.32517 4.21707
H -1.28103 -2.51770 2.78253
H -2.55249 -1.30943 2.80710
H 4.84868 0.12464 1.77946
H 5.73874 -1.41616 0.04621
H 4.27826 -2.09660 -1.84735
H 1.88701 -2.33783 -2.64578
H 1.71923 -0.62831 -3.05176
H 0.62591 -1.38321 -1.89620
N -2.94049 -4.14539 -0.14785
C -4.10017 -3.36940 -0.18880
C -5.44783 -3.71306 -0.30263
C -6.34212 -2.66301 -0.29940
C -5.90716 -1.32683 -0.18851
C -4.57006 -1.00799 -0.07993
C -3.65596 -2.06493 -0.07914
N -2.24722 -2.03052 0.03076
C -1.89689 -3.27689 -0.01419
C -0.49525 -3.72809 0.12879
C -0.00757 -4.96044 -0.12987
S 1.65119 -4.99321 0.23243
C 1.59321 -3.36890 0.69358
N 0.41841 -2.79318 0.59197
H -2.88956 -5.14812 -0.16421
H -5.77955 -4.74164 -0.39020
H -7.40092 -2.87280 -0.38688
H -6.64246 -0.53232 -0.19202
H -4.23789 0.01872 -0.01839
H -0.52286 -5.82774 -0.52141
H 2.47910 -2.85524 1.05713
C -7.15444 5.49651 1.37238
C -5.94728 4.60878 1.18711
C -5.59001 4.12111 -0.05831
C -4.49676 3.27466 -0.23581
C -4.22499 2.83146 -1.66591
C -3.71583 2.93557 0.88329
C -4.05857 3.41221 2.16329
C -3.32649 3.06703 3.45013
C -5.17470 4.23000 2.27813
C -2.51274 2.07290 0.71559
O -1.55508 2.16421 1.57241
O -2.44477 1.23426 -0.25064
H -7.52729 5.87522 0.42005
H -6.92056 6.35184 2.00890
H -7.97346 4.95850 1.85634
H -6.18021 4.39086 -0.92968
H -5.06562 3.13754 -2.28618
H -4.07449 1.76228 -1.77521
H -3.33178 3.31395 -2.07829
H -2.36548 3.57397 3.52657
H -3.11223 2.00259 3.55455
H -3.95100 3.36957 4.29213
H -5.45621 4.58379 3.26602
*
```

Mulliken population analysis, charges in e, atoms 1 to 8: 0.8952, -1.2693, 0.7186, -0.8183, -0.5883, -0.8284, 0.6481, -0.0511

***

3.
The following is a DFT calculation (ωB97M-V/def2-TZVPD) of a molecular structure, C38H36BrCl72F5N5O8PS4 at a distorted geometry.

Values from the calculation:
Electronic energy ... -1101682.898 eV
Kohn-Sham gap ... 8.26 eV
E_LUMO ... -0.386 eV
Molar mass ... 3577.5 g/mol

ORCA input file:
```
! RIJCOSX wB97M-V def2-TZVPD def2/J DEFGRID3
* xyz 0 1
C 1.00679 2.69430 0.71368
C 0.19647 1.54200 1.22179
O 0.59574 1.26905 2.58210
C 0.06692 0.15494 0.54566
C 0.38056 -0.37986 -0.87376
C -0.56307 -1.59760 -1.07410
C -0.89103 -2.76477 -0.15035
N -2.27137 -3.13790 -0.71288
N -1.00553 -2.57484 1.28574
N -0.11577 -3.97268 -0.36466
C -0.26052 0.61730 -1.91471
Br -1.97515 1.40131 -1.19195
S 0.71716 2.03757 -2.50958
C -0.44492 3.21181 -3.19747
C 0.34139 4.06591 -4.12895
O 0.08162 4.16657 -5.37564
O 1.36038 4.72971 -3.52022
C 0.92448 5.84155 -2.74875
C 1.91428 6.16392 -1.67047
C 2.94005 7.16795 -2.14057
O 2.52545 4.95625 -1.24987
C 3.28658 5.10111 -0.13058
O 4.47395 4.63781 -0.05219
C 2.63226 5.86960 0.98574
S 3.12547 5.31391 2.61290
O -0.75769 -0.10205 -3.09359
S 0.47672 -0.16827 -4.18242
O -0.05718 -0.62993 -5.40853
O 1.21614 -1.44229 -3.45008
C 2.34096 -1.13421 -2.61545
P 3.53801 -0.04522 -3.68735
S 3.98044 1.82933 -3.39794
C 3.00180 -2.60853 -2.78590
F 2.15713 -3.59416 -2.59016
F 3.25271 -2.66628 -4.13329
C 4.40703 -2.98293 -2.15802
F 5.15825 -3.56808 -3.07924
F 4.21923 -3.87487 -1.17615
F 5.04895 -1.90292 -1.67405
C 1.91270 -0.80525 -1.12469
C 2.90224 0.26029 -0.63637
N 3.12214 0.30370 0.80670
C 2.30258 -2.04638 -0.30959
N 1.89345 -2.07254 1.08171
H 0.59759 3.18772 -0.13064
H 0.91902 3.42052 1.49541
H 2.05693 2.51794 0.63229
H -0.77210 1.94641 1.34686
H 1.49997 1.58238 2.69218
H 0.53067 -0.51864 1.21428
H -0.94228 -0.10979 0.70805
H -1.51554 -1.14676 -1.18907
H -0.36791 -2.03562 -2.01549
H -2.92790 -2.39247 -0.50343
H -2.59772 -3.93619 -0.18136
H -1.75116 -1.91946 1.47824
H -1.26465 -3.41788 1.77079
H -0.50858 -4.72315 0.17444
H -0.24704 -4.18970 -1.34259
H -1.18716 2.70685 -3.76043
H -0.91335 3.81362 -2.44867
H -0.03372 5.66160 -2.29632
H 0.83781 6.66656 -3.41030
H 1.34175 6.59098 -0.87732
H 2.99784 7.14328 -3.20064
H 3.91239 6.95563 -1.74812
H 2.62226 8.14147 -1.84939
H 1.56997 5.84520 0.93087
H 2.96433 6.88265 0.90856
H 2.08593 4.51838 2.81471
H 3.04387 -0.24283 -4.96015
H 4.70909 -0.77135 -3.73018
H 3.84219 -0.03391 -1.03971
H 2.65998 1.22418 -1.05281
H 3.57837 1.16881 1.05516
H 2.30393 0.17758 1.37796
H 3.36088 -2.05138 -0.30782
H 2.01140 -2.96991 -0.74553
H 1.60413 -2.99930 1.34865
H 2.65830 -1.81764 1.68408
C 0.80155 -7.83084 -0.74465
Cl 1.60115 -6.47788 -1.53765
Cl -0.46610 -7.22614 0.34108
Cl 0.07059 -8.88052 -1.95642
Cl 1.97849 -8.74195 0.19537
C -1.00971 -3.10826 5.05421
Cl -0.11575 -1.90414 4.13685
Cl -2.08636 -2.26621 6.16309
Cl -1.97348 -4.13897 3.96581
Cl 0.09631 -4.14837 5.94890
C 6.40947 7.79828 3.16830
Cl 6.40510 6.61702 4.47076
Cl 8.06759 8.16676 2.70105
Cl 5.54465 7.12377 1.79328
Cl 5.60522 9.27347 3.70950
C -2.92879 1.69980 7.13835
Cl -1.86496 0.99858 5.92713
Cl -3.90528 0.41662 7.87325
Cl -1.96892 2.50114 8.37887
Cl -4.00459 2.86820 6.37407
C -5.03408 5.51932 -2.20765
Cl -6.66200 5.53310 -1.53926
Cl -5.15671 5.60364 -3.96316
Cl -4.13233 6.91031 -1.59797
Cl -4.22232 4.02901 -1.68245
C -0.59309 -12.00279 -4.85148
Cl -1.29768 -10.61720 -4.01184
Cl -1.88452 -13.02723 -5.47397
Cl 0.40604 -11.43991 -6.18524
Cl 0.40821 -12.91538 -3.72103
C -0.34001 -0.22290 11.42393
Cl -0.33487 -1.63416 12.48010
Cl 1.22799 -0.08745 10.62927
Cl -1.59795 -0.41001 10.20498
Cl -0.64423 1.22782 12.37912
C -1.71051 -16.81423 -3.67111
Cl -1.35377 -18.22736 -2.67940
Cl -0.23744 -16.27007 -4.47098
Cl -2.91483 -17.23634 -4.88821
Cl -2.33787 -15.52382 -2.64659
C 4.13950 -12.52541 -6.70052
Cl 5.51560 -13.17936 -7.58567
Cl 3.48017 -11.14663 -7.58760
Cl 2.90789 -13.77473 -6.52848
Cl 4.66069 -11.99421 -5.10352
C -2.64763 9.25805 -5.97388
Cl -1.64920 8.82173 -7.34998
Cl -3.91550 10.37175 -6.48465
Cl -3.40414 7.82255 -5.26024
Cl -1.63947 10.07739 -4.76961
C -6.56996 1.61241 -6.65833
Cl -7.96026 2.42815 -5.92278
Cl -6.85806 1.43205 -8.39336
Cl -5.13134 2.60705 -6.41339
Cl -6.38669 0.03585 -5.92803
C -7.23285 2.80522 1.69115
Cl -7.43848 1.94796 3.22138
Cl -5.54533 2.71639 1.18906
Cl -8.25005 2.06379 0.45838
Cl -7.69263 4.49073 1.90630
C 5.41208 1.13151 12.31399
Cl 5.14715 2.70453 13.06497
Cl 3.87748 0.49271 11.72329
Cl 6.52307 1.28597 10.95721
Cl 6.09460 0.01938 13.50189
C -7.95683 7.04498 5.47278
Cl -8.48334 7.75667 3.94450
Cl -9.15795 7.37608 6.71881
Cl -7.77678 5.30605 5.26884
Cl -6.41017 7.74764 5.94382
C 8.41712 -0.96794 7.99487
Cl 8.99396 -1.15100 9.65207
Cl 6.72452 -0.46285 8.01204
Cl 9.40044 0.23830 7.17083
Cl 8.55455 -2.51016 7.15262
C -3.91151 5.71417 -9.41351
Cl -4.49439 6.91718 -8.26856
Cl -4.07592 6.29122 -11.07350
Cl -2.22806 5.31703 -9.08386
Cl -4.96667 4.32418 -9.16048
C -9.65216 -2.62808 -5.02262
Cl -9.93880 -3.13862 -3.35848
Cl -8.21132 -3.43656 -5.64301
Cl -11.04284 -3.06189 -6.01804
Cl -9.40519 -0.88792 -5.07311
C 2.82820 -1.32004 7.23447
Cl 3.25046 -2.05850 8.78150
Cl 3.74090 0.18231 7.04555
Cl 3.26916 -2.41803 5.92644
Cl 1.09252 -1.01768 7.20006
*
```

Mulliken population analysis, charges in e, atoms 1 to 8: -1.0632, -1.4485, -0.6290, -2.3064, 2.5999, -2.2705, -1.0549, -0.7396

***

4.
The following is a DFT calculation (ωB97M-V/def2-TZVPD) of a molecular structure, C38H36BrHfN2O4PTe at a distorted geometry.

Values from the calculation:
Electronic energy ... -139079.431 eV
Kohn-Sham gap ... 7.27 eV
E_LUMO ... -6.164 eV
Molar mass ... 1001.7 g/mol

ORCA input file:
```
! RIJCOSX wB97M-V def2-TZVPD def2/J DEFGRID3
* xyz 2 1
Hf 12.34965 13.66233 6.92139
C 15.59924 7.76135 8.16901
C 15.07651 8.93344 7.42968
C 15.88385 9.81036 6.70585
C 15.41671 11.04769 6.26538
C 16.37971 11.96217 5.46855
O 15.94461 12.66128 4.56072
C 17.87664 12.00048 5.84642
C 18.78480 12.47307 4.93707
C 20.10615 12.55919 5.25064
C 20.51839 12.14112 6.53026
C 19.59682 11.61223 7.49954
C 18.25648 11.62769 7.15368
C 14.08291 11.46698 6.39501
O 13.56223 12.58169 5.89212
C 13.20285 10.45564 6.84528
C 13.74808 9.20177 7.41848
C 11.72671 10.64634 6.75873
N 11.10847 11.79126 6.73106
C 9.67497 11.81353 6.54171
C 9.29882 13.17325 5.97874
Te 9.31808 14.73516 7.51951
C 8.51991 13.58943 9.03256
C 7.14492 13.56048 9.04975
C 6.47708 12.75974 9.94984
C 7.26309 11.93845 10.77609
C 8.65748 11.86018 10.64470
C 9.28298 12.72627 9.80753
C 10.97874 9.31344 6.69027
C 11.19654 8.42576 5.62914
C 10.62548 7.19018 5.67241
C 10.00209 6.73009 6.80235
C 9.85731 7.58771 7.85294
C 10.34804 8.89474 7.80296
H 14.85871 7.34388 8.91509
H 16.51793 7.99090 8.79574
H 15.99800 6.95842 7.57069
H 16.86324 9.53186 6.42987
H 18.42600 12.78837 3.93394
H 20.86091 12.90867 4.58874
H 21.57508 12.22762 6.70509
H 19.99489 11.30279 8.45454
H 17.47092 11.27240 7.82221
H 13.08005 8.52781 7.97062
H 9.23948 11.58766 7.52457
H 9.33638 11.09217 5.84186
H 8.34870 13.10219 5.42081
H 9.95211 13.46797 5.15496
H 6.61444 14.08481 8.30510
H 5.41943 12.69963 10.06006
H 6.79450 11.35826 11.53893
H 9.33195 11.30573 11.31687
H 10.39582 12.83191 9.93715
H 11.78270 8.67985 4.76497
H 10.77124 6.56606 4.80969
H 9.71836 5.69602 6.86717
H 9.44259 7.18241 8.75330
H 10.24856 9.53389 8.67083
Br 18.96512 15.84991 10.79935
C 17.68397 15.18753 9.52007
C 17.95650 15.28346 8.14750
N 17.01372 14.89872 7.33514
C 15.86179 14.42062 7.77017
C 15.55767 14.29003 9.08289
C 16.50630 14.67642 10.00725
C 14.17784 13.95098 9.56493
O 13.77558 14.11047 10.67143
O 13.29620 13.61289 8.54475
H 18.82766 15.80503 7.81839
H 15.20548 14.01598 7.00602
H 16.26249 14.55394 11.02243
C 13.91654 17.10230 6.74304
P 13.23728 15.89793 5.53585
C 12.00177 17.02048 4.80535
C 14.49540 15.45651 4.40705
H 14.40133 17.90692 6.14549
H 14.70926 16.64818 7.36612
H 13.20164 17.61968 7.35370
H 12.61902 17.79822 4.39342
H 11.37017 17.43594 5.51143
H 11.46074 16.59537 3.97670
H 15.11009 16.32739 4.22515
H 14.04965 15.30036 3.44569
H 15.12856 14.59931 4.77792
*
```

Mulliken population analysis, charges in e, atoms 1 to 8: 1.3364, -1.5206, 0.2200, -0.2097, -0.3101, -0.1290, -0.6819, 0.7911

***

> Number 3 is which compound?

C38H36BrCl72F5N5O8PS4